[1]
DFT (ωB97M-V/def2-TZVPD) results for a structure of composition C36H39BN12PtSSb.

Output
Kohn-Sham gap (spin up / spin down), eV: 8.41 / 6.57

```
! RIJCOSX wB97M-V def2-TZVPD def2/J DEFGRID3
* xyz 2 2
Pt 0.2798 1.0059 1.2699
C -1.8296 -2.7201 0.2540
C -1.6932 -1.3388 0.1876
N -0.6327 -0.9561 0.8981
N -0.0651 -2.0684 1.4238
C -0.7786 -3.1446 1.0438
B 1.2216 -1.8843 2.2720
N 0.8717 -0.9201 3.4538
C 0.9928 -1.1229 4.7751
C 0.7978 0.0773 5.4298
C 0.5517 0.9950 4.4178
N 0.5868 0.3815 3.2321
N 2.2838 -1.1272 1.3987
C 3.5183 -1.5070 1.0336
C 4.1250 -0.4706 0.3520
C 3.1727 0.5386 0.3150
N 2.0711 0.1260 0.9437
N 1.8313 -3.1457 2.8033
C 2.9561 -3.2372 3.5744
C 3.1508 -4.5537 3.8812
C 2.0792 -5.2196 3.2500
N 1.2941 -4.3789 2.6096
H -2.5939 -3.3272 -0.1980
H -2.3014 -0.6211 -0.3355
H -0.4832 -4.1207 1.3863
H 1.2170 -2.1021 5.1623
H 0.8344 0.2608 6.4887
H 0.3659 2.0520 4.4955
H 3.8891 -2.4845 1.2903
H 5.1188 -0.4504 -0.0579
H 3.2171 1.5252 -0.1138
H 3.5260 -2.3628 3.8473
H 3.9429 -4.9798 4.4713
H 1.8545 -6.2740 3.2419
C -2.3005 1.2700 2.8402
N -1.5415 1.9888 1.7313
C -1.2429 3.3944 2.2199
N -2.4355 4.0839 2.6248
C -3.0969 3.3280 3.6935
N -3.4776 1.9901 3.2319
C -4.3770 2.1197 2.0866
N -3.7221 2.8523 1.0007
C -2.5373 2.1549 0.5874
C -3.3493 4.1850 1.4838
H -1.6345 1.1654 3.6933
H -2.5596 0.2810 2.4627
H -0.7544 3.9268 1.4008
H -0.5562 3.3195 3.0603
H -3.9890 3.8658 4.0099
H -2.4229 3.2392 4.5472
H -5.2752 2.6544 2.3913
H -4.6627 1.1265 1.7357
H -2.0434 2.7059 -0.2053
H -2.7953 1.1566 0.2371
H -4.2464 4.7205 1.7899
H -2.8655 4.7414 0.6798
S 0.4098 2.0523 -0.8182
Sb 0.4674 0.5229 -2.6014
C 1.7684 -1.1018 -2.4220
C 1.4300 -2.1919 -1.6251
C 2.2757 -3.2905 -1.5817
C 3.4441 -3.2969 -2.3335
C 3.7745 -2.2081 -3.1290
C 2.9390 -1.1012 -3.1757
C 1.0989 1.7406 -4.1661
C 0.4642 1.6354 -5.3997
C 0.8969 2.4297 -6.4520
C 1.9493 3.3148 -6.2666
C 2.5771 3.4173 -5.0313
C 2.1530 2.6307 -3.9721
C -1.4430 -0.2022 -3.0160
C -2.5451 0.6411 -2.8947
C -3.8096 0.1523 -3.1850
C -3.9653 -1.1661 -3.5980
C -2.8618 -1.9971 -3.7328
C -1.5906 -1.5192 -3.4416
H 0.5066 -2.2028 -1.0597
H 2.0154 -4.1451 -0.9696
H 4.0957 -4.1605 -2.3081
H 4.6782 -2.2231 -3.7235
H 3.1924 -0.2621 -3.8134
H -0.3601 0.9472 -5.5471
H 0.4098 2.3578 -7.4148
H 2.2819 3.9329 -7.0896
H 3.3936 4.1130 -4.8931
H 2.6345 2.7241 -3.0053
H -2.4217 1.6727 -2.5828
H -4.6714 0.8009 -3.1001
H -4.9528 -1.5428 -3.8291
H -2.9879 -3.0169 -4.0711
H -0.7335 -2.1722 -3.5505
*
```



[2]
DFT (ωB97M-V/def2-TZVPD) results for a structure of composition C36H39CrI2N8O2P at a distorted geometry.

Output
Kohn-Sham gap (spin up / spin down), eV: 6.07 / 6.29

```
! RIJCOSX wB97M-V def2-TZVPD def2/J DEFGRID3
* xyz 0 5
Cr 0.3898 -0.3687 1.2339
C 0.3199 -1.8437 5.9641
C -0.7759 -1.9577 4.9545
N -1.8618 -2.6991 5.2677
C -2.8649 -2.8925 4.4560
C -2.9588 -2.2471 3.1140
C -5.3796 -1.1877 2.5676
O -5.4173 -1.3268 1.1582
C -1.6541 -1.6459 2.8072
C -2.4998 -0.0652 1.2628
N -1.5494 0.9686 1.0652
C -1.8707 1.9278 0.1623
C -3.1379 2.0463 -0.4667
C -3.3765 2.9547 -1.4797
C -2.3899 3.8323 -1.9111
C -1.1639 3.8116 -1.2638
C -0.9370 2.8990 -0.2534
I 0.9007 3.0056 0.7766
C -0.6394 -1.3850 3.6464
O 0.4074 -0.7208 3.1734
H 0.0354 -2.3842 6.8629
H 0.5126 -0.7967 6.2161
H 1.2525 -2.2609 5.5723
H -3.6792 -3.5145 4.8183
H -5.9577 -0.3039 2.8571
H -5.8137 -2.0624 3.0708
H -6.3350 -1.3766 0.8787
H -3.1645 -0.2635 0.4139
H -3.9525 1.4183 -0.1299
H -4.3602 2.9853 -1.9328
H -2.5720 4.5363 -2.7116
H -0.3867 4.5109 -1.5432
N 1.5908 0.5028 -5.8100
C 1.1665 0.6359 -7.1089
C 1.8370 0.8039 -8.3148
C 1.0599 0.8825 -9.4528
C -0.3399 0.7998 -9.3962
C -1.0046 0.6348 -8.1997
C -0.2383 0.5473 -7.0371
N -0.6307 0.3639 -5.7338
C 0.4713 0.3426 -5.0300
C 0.4970 0.1490 -3.5888
C 1.6592 0.1408 -2.8181
C 1.5664 -0.0233 -1.4568
N 0.4123 -0.1751 -0.7958
C -0.7007 -0.2208 -1.5468
C -0.7053 -0.0583 -2.9102
H 2.5431 0.5151 -5.4926
H 2.9166 0.8684 -8.3647
H 1.5402 1.0101 -10.4140
H -0.9038 0.8650 -10.3175
H -2.0831 0.5724 -8.1459
H 2.6381 0.2580 -3.2640
H 2.4534 -0.0462 -0.8442
H -1.6305 -0.3817 -1.0240
H -1.6289 -0.0781 -3.4692
I -4.2312 -4.7726 1.6149
C -3.0876 -3.0593 1.8183
C -3.9589 -0.9693 3.0932
N -3.3239 0.1751 2.4343
N -1.6362 -1.3260 1.4186
C -2.3407 -2.4922 0.8810
H -4.0950 -0.6945 4.1406
H -2.7630 0.7038 3.0882
H -2.2241 -2.7661 -0.1562
N 1.3039 -3.2590 0.5081
C 1.0461 -2.1751 0.8177
C 3.6790 1.7527 4.3822
C 2.4422 1.1284 3.7352
P 2.6759 0.2616 2.1125
C 3.5715 -1.2500 2.6606
C 4.3698 -1.9605 1.5677
C 4.0494 1.3088 1.4223
C 4.3777 1.2131 -0.0671
H 3.4376 2.0272 5.4093
H 4.0038 2.6566 3.8679
H 4.5192 1.0572 4.4194
H 1.6715 1.8887 3.5917
H 2.0218 0.3720 4.3909
H 2.8015 -1.9131 3.0580
H 4.2327 -0.9626 3.4817
H 3.7337 -2.2105 0.7199
H 4.7752 -2.8931 1.9598
H 5.2070 -1.3495 1.2236
H 4.9326 1.0521 2.0102
H 3.7863 2.3428 1.6533
H 4.5520 0.1841 -0.3863
H 5.2861 1.7808 -0.2744
H 3.5782 1.6458 -0.6692
*
```



[3]
DFT (ωB97M-V/def2-TZVPD) results for a structure of composition C36H39InN6O2P.

Output
Kohn-Sham gap, eV: 7.61

```
! RIJCOSX wB97M-V def2-TZVPD def2/J DEFGRID3
* xyz 1 1
In -0.2318 0.1513 -0.6692
C -0.3101 -1.1055 2.8461
C -0.7137 -2.3266 2.0081
C -2.0209 -2.0752 1.3225
C -3.1684 -2.7396 1.7452
C -4.3921 -2.4277 1.1866
C -4.4400 -1.4442 0.2118
C -3.2605 -0.8429 -0.1699
N -2.0642 -1.1442 0.3597
N 0.5441 -0.1683 2.1041
C 0.3499 1.2100 2.5481
C -0.9536 1.8037 2.0787
C -1.7414 2.5703 2.9238
C -2.8806 3.1852 2.4297
C -3.2038 3.0217 1.0904
C -2.3733 2.2383 0.3151
N -1.2816 1.6367 0.7928
C 1.9777 -0.5395 2.2354
C 2.3964 -1.5010 1.1696
C 2.6981 -2.7909 1.4016
C 3.0425 -3.6369 0.2791
C 2.8232 -3.2186 -0.9706
C 2.1849 -1.8789 -1.2060
N 2.4896 -0.9811 -0.1187
H -1.2135 -0.5773 3.1606
H 0.1975 -1.4270 3.7639
H 0.0689 -2.5532 1.2852
H -0.8198 -3.2002 2.6510
H -3.0856 -3.4956 2.5140
H -5.2901 -2.9395 1.5066
H -5.3663 -1.1587 -0.2659
H -3.2540 -0.1074 -0.9609
H 0.4209 1.3074 3.6395
H 1.1384 1.8216 2.1040
H -1.4510 2.6860 3.9592
H -3.5033 3.7870 3.0781
H -4.0766 3.4852 0.6536
H -2.5789 2.0901 -0.7401
H 2.5858 0.3622 2.1755
H 2.1708 -0.9886 3.2141
H 2.7008 -3.1724 2.4127
H 3.4994 -4.6014 0.4611
H 3.1113 -3.8111 -1.8281
H 2.5844 -1.4200 -2.1147
O -1.4272 -0.3703 -2.3635
C -1.9199 -1.5460 -2.6896
C -3.1734 -1.6071 -3.3311
C -3.7414 -2.8090 -3.6843
C -3.0840 -4.0186 -3.4352
C -1.8438 -3.9829 -2.8481
C -1.2488 -2.7727 -2.4533
C 0.1108 -2.8092 -1.9667
N 0.7061 -1.8488 -1.3725
N 1.9051 0.2737 -0.3429
C 2.6168 1.3928 -0.1087
O 2.0203 2.4740 -0.0439
C 4.0984 1.3464 0.1087
C 4.6330 2.2263 1.0444
C 6.0000 2.2582 1.2739
C 6.8419 1.4304 0.5456
C 6.3158 0.5705 -0.4097
C 4.9477 0.5191 -0.6210
H -3.6755 -0.6690 -3.5363
H -4.7083 -2.8150 -4.1721
H -3.5312 -4.9585 -3.7261
H -1.2937 -4.9029 -2.6816
H 0.6736 -3.7237 -2.1818
H 3.9686 2.8942 1.5780
H 6.4093 2.9372 2.0102
H 7.9101 1.4603 0.7158
H 6.9746 -0.0628 -0.9891
H 4.5431 -0.1551 -1.3635
C -0.0989 4.0288 -1.6257
P -0.0901 2.3343 -2.2898
C -1.3657 2.4192 -3.5900
C 1.4482 2.2710 -3.2608
H 0.0460 4.7308 -2.4486
H 0.7029 4.1308 -0.8989
H -1.0510 4.2513 -1.1428
H -1.1643 3.2590 -4.2575
H -2.3512 2.5583 -3.1427
H -1.3821 1.4865 -4.1482
H 1.4457 3.0691 -4.0050
H 1.5266 1.3103 -3.7709
H 2.3031 2.4013 -2.6005
*
```



[4]
DFT (ωB97M-V/def2-TZVPD) results for a structure of composition C36H39N6O8S4Sr at a distorted geometry.

Output
Kohn-Sham gap, eV: 4.29

```
! RIJCOSX wB97M-V def2-TZVPD def2/J DEFGRID3
* xyz -1 1
Sr -0.8379 1.2590 -1.2794
O -3.8338 1.5706 -4.9595
C -3.1205 1.5054 -3.8167
O -1.9497 1.7724 -3.7857
C -3.9105 1.1074 -2.6354
C -5.2901 0.9629 -2.6292
C -5.9127 0.7489 -1.4081
C -5.1524 0.6629 -0.2534
C -3.7622 0.7240 -0.3634
N -3.1818 0.9494 -1.5277
C -2.7414 0.5588 0.7973
O -3.4451 0.8498 2.0602
O -1.7195 1.3464 0.6509
H -3.2247 1.8751 -5.6464
H -5.8435 1.0460 -3.5534
H -6.9902 0.6563 -1.3564
H -5.6230 0.5472 0.7114
H -4.0462 0.1206 2.2556
N 0.4009 -1.8535 -1.1942
C 0.0949 -3.0845 -1.9153
C -0.2383 -2.7419 -3.3710
C -1.3523 -3.6059 -3.9626
C -2.7429 -3.2647 -3.4160
N -3.0416 -1.8401 -3.5483
H 1.1888 -1.3743 -1.6238
H 0.6197 -2.0215 -0.2219
H -0.7723 -3.5403 -1.4272
H 0.9110 -3.8219 -1.8785
H 0.6618 -2.8261 -3.9828
H -0.5552 -1.6990 -3.3943
H -1.1510 -4.6636 -3.7660
H -1.3654 -3.4697 -5.0488
H -2.7949 -3.5125 -2.3520
H -3.4760 -3.9055 -3.9291
H -3.9630 -1.6277 -3.1875
H -3.0095 -1.5510 -4.5197
O 3.5297 5.1506 -5.8253
C 2.8620 4.5035 -5.0444
S 2.7102 2.7527 -5.0749
C 1.6049 2.5509 -3.6997
C 1.2345 3.6935 -3.0654
S 0.2123 3.9148 -1.6931
S 1.9184 5.1923 -3.7287
S 1.1670 0.9158 -3.3790
C 4.6009 1.6803 5.1181
O 3.6285 1.0398 4.3259
C 4.0779 0.2187 3.3236
C 5.4107 0.0041 3.0212
C 5.7617 -0.8592 1.9892
C 4.7766 -1.5208 1.2803
C 3.4419 -1.3060 1.5871
C 3.0696 -0.4160 2.5863
N 1.7346 -0.2092 2.9511
C 0.7013 -0.1351 1.9573
N -0.4024 -0.7973 2.4471
C -1.4944 -1.4593 1.8652
C -2.4331 -0.9869 0.9313
C -3.3061 -1.9205 0.3658
C -3.3609 -3.2427 0.7740
C -2.6099 -3.6378 1.8660
C -1.7040 -2.7478 2.4029
O -0.9907 -3.1079 3.5398
C -1.7511 -2.8836 4.7222
N 0.8547 0.3817 0.8078
C 1.8741 1.3270 0.5843
C 2.7029 1.2536 -0.5272
C 3.5317 2.3059 -0.8809
C 3.5360 3.4584 -0.1202
C 2.7657 3.5349 1.0317
C 1.9618 2.4717 1.4079
O 1.2082 2.4755 2.5503
C 1.1330 3.6799 3.2737
H 4.0554 2.2566 5.8620
H 5.2222 2.3553 4.5221
H 5.2443 0.9538 5.6247
H 6.1908 0.5096 3.5730
H 6.8071 -1.0089 1.7538
H 5.0419 -2.2066 0.4863
H 2.6721 -1.8235 1.0326
H 1.6355 0.4855 3.6782
H -0.1230 -1.3054 3.2726
H -3.9885 -1.6035 -0.4090
H -4.0303 -3.9410 0.2877
H -2.7165 -4.6220 2.3039
H -2.6735 -3.4709 4.7137
H -2.0159 -1.8261 4.8274
H -1.1313 -3.1928 5.5616
H 2.6846 0.3625 -1.1341
H 4.1402 2.2301 -1.7725
H 4.1208 4.3156 -0.4277
H 2.7738 4.4449 1.6161
H 0.4810 3.4811 4.1227
H 0.7030 4.4844 2.6710
H 2.1188 3.9863 3.6407
*
```



[5]
DFT (ωB97M-V/def2-TZVPD) results for a structure of composition C36H40AsFN3O4PdSSi2 at a distorted geometry.

Output
Kohn-Sham gap (spin up / spin down), eV: 8.22 / 5.64

```
! RIJCOSX wB97M-V def2-TZVPD def2/J DEFGRID3
* xyz 1 5
Pd -0.4626 -0.1778 0.1379
C -4.7784 -0.8729 3.1437
Si -3.2044 -1.0216 2.2224
C -1.6952 -1.0505 3.3733
C -3.1930 -2.4830 1.0447
C -3.1398 0.5372 1.2184
C -2.1581 1.5938 1.6128
C -2.5845 2.7911 2.2120
C -1.7272 3.8185 2.5972
C -0.3653 3.6272 2.3168
C -0.0091 2.5036 1.6343
N -0.8149 1.4865 1.3749
Si -4.5300 1.2261 0.1036
C -5.8081 2.0238 1.1859
C -5.4722 -0.1018 -0.7589
C -3.7410 2.3370 -1.2256
H -5.1134 -1.7495 3.7240
H -5.6202 -0.6600 2.4807
H -4.6489 -0.0336 3.8034
H -1.4350 0.0263 3.5635
H -0.8056 -1.5708 3.0152
H -2.1414 -1.4512 4.2903
H -3.2241 -3.4237 1.5472
H -2.3316 -2.4114 0.3639
H -4.0396 -2.4638 0.4116
H -3.5771 2.9341 2.4542
H -1.9842 4.6590 3.2421
H 0.4077 4.3284 2.5680
H 1.0607 2.4185 1.3837
H -5.5287 2.2979 2.2273
H -6.7889 1.5066 1.2262
H -6.0382 3.0162 0.7028
H -6.1434 -0.7520 -0.1638
H -4.8463 -0.8200 -1.4381
H -6.0924 0.4056 -1.4404
H -3.2039 3.1646 -0.7180
H -4.5925 2.7884 -1.7668
H -3.0865 1.7983 -1.9570
S 0.1916 1.5670 -1.5007
C 1.8945 1.4736 -1.8036
C 2.4142 2.2784 -2.8455
C 3.7174 2.2943 -3.1523
C 4.5932 1.4466 -2.4554
C 4.1536 0.6637 -1.3999
C 2.8107 0.7034 -1.0050
As 2.0685 -0.3530 0.5234
C 2.7244 0.3009 2.3000
C 3.9566 0.9243 2.5229
C 4.4661 1.2501 3.7797
C 3.6723 1.0066 4.8789
C 2.5397 0.2123 4.7127
C 2.0146 -0.1353 3.4364
C 3.2073 -1.9377 0.2429
C 4.4051 -2.1130 1.0095
C 5.2101 -3.2067 0.6533
C 4.7652 -4.0086 -0.4131
C 3.7246 -3.6485 -1.2447
C 2.8759 -2.6241 -0.8770
H 1.7998 2.8725 -3.4524
H 4.1178 2.9924 -3.9038
H 5.6382 1.4579 -2.7744
H 4.8129 0.0147 -0.8606
H 4.5550 1.1646 1.6490
H 5.3701 1.8563 3.8328
H 4.0227 1.2195 5.8857
H 1.9930 -0.1224 5.5918
H 1.1052 -0.7801 3.3915
H 4.6225 -1.5576 1.9143
H 6.0819 -3.5661 1.1484
H 5.4560 -4.8209 -0.6908
H 3.5434 -4.2736 -2.1219
H 2.0652 -2.4011 -1.5342
F 2.9659 -2.9676 -4.2398
C 1.9305 -2.1215 -4.4479
C 0.7003 -2.4052 -4.1150
N -0.3518 -1.5096 -4.3082
C -1.6098 -1.6406 -3.5459
C -1.4973 -1.1310 -2.0800
O -2.2129 -0.2503 -1.6353
O -0.6300 -1.7294 -1.3376
C -0.0571 -0.2156 -4.7615
O -0.9233 0.6226 -4.8169
N 1.2268 0.0788 -5.1300
C 2.3231 -0.7956 -4.9797
O 3.4470 -0.4610 -5.2100
H 0.4133 -3.2808 -3.4991
H -1.9275 -2.6359 -3.5947
H -2.3520 -1.0427 -4.0708
H 1.4233 1.0898 -5.3789
*
```



Across the entries above, relative energy (zero: lowest compared OMol25 entry of this formula, charge and spin) takes the values 0.0, 54.5, 22.7, 32.7, 34.2 kcal/mol, respectively.